[1]
The following is a DFT calculation (ωB97M-V/def2-TZVPD) of a structure of composition C3H4N2O3 in a non-equilibrium geometry.

## Properties
* electronic energy: -12293.277 eV
* Kohn-Sham gap: 10.1 eV
* LUMO energy: -0.2 eV
* net charge: 0

Structure (XYZ):
```
12
Properties=species:S:1:pos:R:3:forces:R:3:mulliken_charge:R:1
O -0.1059 -1.1564 -0.1907 -0.63 1.45 0.65 -0.292
O -0.5242 2.3117 0.0903 -0.31 -1.36 -1.76 -0.547
O -1.7279 0.4020 -0.3432 -2.37 -1.49 0.91 -0.386
N 2.5915 -0.2867 -0.0324 -0.02 -1.09 0.13 -0.604
N 0.4064 0.2795 -0.4633 0.51 -1.38 0.97 0.042
C -1.5262 -1.0538 0.2116 -1.38 2.86 -0.19 -0.087
C 1.7007 0.5935 0.1016 0.49 0.81 -2.00 0.141
C -0.6130 1.1582 -0.2983 -1.09 -0.29 2.84 0.676
H -2.2780 -1.8335 -0.3473 2.44 2.07 0.94 0.217
H 2.1840 -1.1919 -0.4552 0.75 1.77 1.05 0.314
H 1.9283 1.7835 0.2450 -0.93 -3.22 0.14 0.288
H -2.0357 -1.0062 1.4820 2.54 -0.12 -3.69 0.238
```
Positions in Å, forces in eV/Å.

***

[2]
The following is a DFT calculation (ωB97M-V/def2-TZVPD) of a structure of composition C2H3O2Se in a non-equilibrium geometry.

## Properties
* electronic energy: -71563.370 eV
* Kohn-Sham gap: 6.8 eV
* LUMO energy: 3.8 eV
* net charge: -1

Structure (XYZ):
```
8
Properties=species:S:1:pos:R:3:forces:R:3:mulliken_charge:R:1
Se 1.6000 -0.9450 -0.7234 0.74 0.35 0.21 -0.584
O -1.4857 -0.4634 -0.7415 1.05 2.02 0.93 -0.712
O -0.3149 1.8133 -0.3853 -0.37 2.29 0.01 -0.434
C 0.5076 -0.1306 0.7834 2.61 2.35 0.07 -0.512
C -0.2913 0.7583 0.0636 -2.28 -3.43 -3.11 0.355
H -1.0407 -0.5082 -1.6040 -0.07 -0.06 0.41 0.280
H 0.0373 -0.9727 1.0228 -2.15 -2.92 1.62 0.320
H 0.9876 0.4484 1.5843 0.46 -0.59 -0.15 0.286
```
Positions in Å, forces in eV/Å.

***

[3]
The following is a DFT calculation (ωB97M-V/def2-TZVPD) of a cluster of 6 separate species, C36H77N7O11 in total in a non-equilibrium geometry.

## Properties
* electronic energy: -71527.162 eV
* Kohn-Sham gap: 7.0 eV
* LUMO energy: -1.6 eV
* net charge: 0

Structure (XYZ):
```
131
Properties=species:S:1:pos:R:3:forces:R:3:mulliken_charge:R:1
O 1.7725 -2.1662 -3.6167 -0.41 0.36 0.41 -0.435
O -1.8076 -2.4832 -3.0817 0.19 -0.08 0.20 -0.245
O 3.0541 -2.7655 2.2327 -0.37 -0.10 -0.36 -0.624
O 3.8999 -1.1035 -4.7182 -0.59 -1.34 1.69 -0.147
O -2.5079 6.7384 2.9616 -0.14 0.05 0.03 -0.393
O 1.6160 3.4605 -5.8018 0.05 0.10 -0.01 -0.257
O -3.7043 -0.3545 3.4611 0.14 0.09 -0.02 -0.434
O 5.4238 -0.4214 -3.2876 0.62 0.68 0.14 -0.515
O 5.2379 -2.5071 1.8159 0.29 0.01 -0.57 -0.670
O -0.4526 2.9845 1.4964 0.09 0.05 0.04 0.062
O 1.0711 -5.8070 3.4564 0.04 0.10 0.03 -0.378
N 0.0034 -7.7771 5.2685 0.08 -0.08 -0.17 -0.744
N -0.4797 3.8472 -3.8738 0.17 -0.21 0.12 -0.574
N 2.4493 -2.9209 -0.1940 -0.41 -0.04 -1.03 0.247
N -0.9072 1.4764 -0.8980 0.03 0.22 -0.06 -0.363
N 5.5847 -1.1718 -0.7097 -0.72 0.23 0.30 -0.412
N -2.2507 6.0096 0.1882 0.05 -0.15 0.12 -0.587
N -4.0318 -2.2045 5.6504 0.02 -0.07 -0.23 -0.726
C -2.6487 -1.2232 3.8287 0.08 -0.26 -0.12 -0.293
C 1.9309 -6.7336 4.0878 0.15 -0.25 -0.11 -0.736
C 0.6521 4.7765 -3.9271 -0.12 0.07 -0.30 0.676
C 0.0928 -4.4814 -2.5180 -0.45 -0.33 0.01 -0.462
C 1.3915 -7.3217 5.4003 -0.17 0.29 0.04 0.358
C 1.1356 -4.4834 3.9706 -0.28 -0.05 0.00 -0.350
C -4.4152 7.1002 0.4092 -0.16 -0.03 -0.07 -1.560
C 1.8819 4.1375 -4.5896 0.11 -0.10 0.25 -0.739
C 0.4208 -3.5578 -1.3447 0.39 -0.12 -0.02 -0.389
C 1.7829 -2.9060 -1.3632 -0.01 -0.18 0.16 -0.150
C 4.0833 -2.3368 -5.3043 -0.50 -0.37 -1.53 0.136
C 3.2004 -2.7613 -6.2468 -0.07 0.14 0.51 -0.829
C -2.6982 -1.7220 5.2803 -0.16 0.28 0.11 0.517
C 0.3841 -0.6747 -4.9711 -0.40 0.26 0.22 -1.407
C 3.6331 -2.3790 0.0326 0.62 0.04 0.07 0.496
C 1.3354 0.8911 -0.1289 0.11 -0.06 -0.12 -1.224
C 4.4129 -1.0210 -3.4319 -0.17 -0.05 -0.07 0.127
C -3.4042 5.8108 2.3814 0.01 -0.33 0.01 -0.443
C 0.1733 2.2733 2.5511 -0.25 -0.05 0.06 -0.733
C 2.4120 -2.2662 -2.4175 0.46 0.16 -0.59 1.052
C 4.0588 -2.5561 1.5055 -0.02 -0.10 1.41 0.013
C -2.2499 -0.6806 6.3005 0.15 0.00 0.08 -1.422
C -2.3575 -3.6420 -2.4799 0.28 -0.12 0.08 -0.682
C 0.4263 2.0209 -0.6102 -0.05 -0.30 0.27 1.929
C -3.5516 5.9251 0.8568 0.04 0.35 0.02 0.398
C -1.4056 -4.8274 -2.6268 0.15 0.12 -0.56 -0.937
C 1.0646 -0.8930 -3.6491 0.27 -0.03 -0.06 0.691
C -2.1256 -1.3049 -2.3678 0.12 -0.04 -0.38 -0.627
C 0.3571 3.2070 0.3604 0.02 0.25 -0.23 -1.342
C 0.1959 6.0706 -4.5917 0.01 0.17 0.08 -1.642
C 1.5440 4.2849 -6.9511 -0.09 -0.19 -0.07 -0.783
C 4.3280 -1.7426 -1.0064 0.02 -0.19 -0.40 -0.397
C -3.5269 0.9990 3.8367 -0.23 -0.04 -0.03 -0.525
C -3.0451 8.0251 3.2040 0.23 0.02 0.01 -0.694
C 1.4859 -6.3655 6.5847 0.11 -0.04 0.15 -1.354
C 3.7042 -1.6879 -2.2760 -0.73 -0.50 0.52 0.670
H 5.5865 -0.2231 -1.0514 0.45 -0.06 -0.28 0.294
H -0.5333 -7.0048 4.8824 -0.03 0.03 0.09 0.315
H -0.5740 -1.1878 -5.0170 0.06 -0.25 -0.10 0.269
H -2.0046 -2.5652 5.3500 -0.01 -0.02 -0.09 0.219
H -4.1003 7.9760 3.4877 -0.03 -0.01 -0.05 0.311
H 2.2438 5.1230 -6.8914 -0.03 0.03 0.04 0.346
H -1.7280 6.7579 0.6365 -0.02 0.06 -0.07 0.314
H -1.6833 -5.6193 -1.9313 -0.09 0.09 0.18 0.363
H 2.2825 1.2783 0.2513 -0.01 -0.01 0.04 0.459
H -2.4837 8.4671 4.0269 0.01 -0.05 0.02 0.262
H 2.2683 3.3704 -3.9107 -0.02 -0.05 -0.04 0.230
H 0.9358 5.0231 -2.8986 0.05 -0.07 0.01 0.332
H 2.0445 -7.5559 3.3748 -0.06 0.02 -0.02 0.331
H -1.5710 -0.5099 -2.8510 -0.32 0.31 -0.05 -0.058
H -0.1044 4.0452 -0.1686 -0.02 -0.03 -0.03 0.172
H -5.3283 7.1685 1.0042 0.01 0.01 0.01 0.361
H 1.8073 3.6720 -7.8127 0.04 -0.03 0.04 0.230
H 1.5617 0.2126 -0.9552 -0.05 0.01 0.00 -0.164
H 0.3783 -0.8887 -2.8035 -0.15 0.06 -0.04 -0.494
H -3.3035 -3.8672 -2.9769 -0.19 -0.07 0.26 0.384
H -1.6769 -0.7636 3.6003 0.00 0.07 0.09 0.066
H -2.9842 4.8257 2.6034 0.08 0.04 0.00 0.134
H -2.9252 8.6737 2.3328 -0.14 0.04 0.01 0.239
H 2.4612 -5.8766 6.6199 -0.01 0.02 -0.02 0.354
H 1.0433 6.7265 -4.8013 0.00 -0.01 -0.02 0.359
H 0.4296 -4.3539 4.7971 0.09 0.02 0.08 0.064
H 0.8472 2.3952 -1.5497 -0.01 0.11 0.03 -0.539
H -3.8864 8.0503 0.4828 0.04 -0.02 0.05 0.294
H -2.4756 1.2965 3.7860 0.02 -0.01 0.06 0.148
H 6.3568 -1.6939 -1.0965 0.12 0.04 0.07 0.242
H 2.9279 -6.2967 4.2275 -0.04 0.07 0.08 0.410
H -1.7183 5.1743 0.4127 -0.05 -0.06 -0.02 0.109
H 2.0114 -3.3519 0.6284 0.35 0.28 0.43 -0.026
H -3.0138 0.0761 6.4785 -0.03 -0.01 -0.06 0.295
H -0.3354 5.8879 -5.5255 0.03 -0.06 -0.01 0.294
H -4.0458 5.0103 0.5157 0.04 -0.05 0.07 0.400
H -4.0966 1.6163 3.1417 0.01 -0.05 -0.05 0.248
H 0.5292 4.6588 -7.1053 0.05 0.14 -0.01 0.264
H -0.3216 -2.7743 -1.2046 -0.03 0.05 -0.19 -0.202
H -1.4802 2.2091 -1.3122 0.03 -0.04 -0.10 0.352
H 0.0448 1.1961 2.4180 0.18 -0.03 0.06 0.123
H 2.1639 -2.8840 -5.9623 -0.40 1.58 -0.54 0.168
H 1.3598 3.5398 0.6583 0.03 -0.12 0.04 0.387
H -0.0434 -8.4915 4.5474 0.00 -0.08 0.08 0.274
H -3.9186 1.1818 4.8399 0.14 0.08 0.05 0.284
H 0.7173 -5.5940 6.5519 -0.01 0.00 -0.07 0.245
H -1.5576 -5.2458 -3.6229 0.06 -0.13 -0.03 0.377
H -4.7053 6.9762 -0.6340 0.06 -0.01 -0.01 0.379
H -2.5309 -3.4476 -1.4171 -0.17 0.03 0.03 0.405
H -0.6230 3.4890 -4.8148 -0.10 0.08 -0.02 0.348
H -4.6978 -1.4717 5.4202 0.00 0.03 0.11 0.316
H 0.6193 -5.4259 -2.3714 0.16 0.01 -0.01 0.513
H 0.8429 -3.8046 3.1725 0.09 0.00 -0.04 0.113
H 0.3923 -4.1658 -0.4373 -0.10 0.06 0.12 0.644
H 1.0145 -0.9442 -5.8116 0.11 -0.07 0.00 0.478
H 2.1443 -4.2176 4.2878 0.01 0.02 -0.03 0.321
H -4.2909 -2.9713 5.0359 0.03 -0.09 0.10 0.267
H -2.7484 -2.0919 3.1717 -0.07 0.02 -0.01 0.348
H 1.2350 2.5186 2.6334 0.02 -0.04 -0.06 0.370
H 1.7865 -0.0894 -3.4710 0.17 -0.07 -0.04 0.255
H 4.9189 -2.9616 -4.9977 1.00 1.02 -0.44 0.334
H 0.4238 -4.0982 -3.4757 0.06 0.36 0.08 0.143
H -2.0445 -1.1584 7.2580 -0.05 -0.03 0.00 0.359
H -0.3198 2.5549 3.4814 -0.01 0.08 -0.03 0.236
H 1.3518 -6.9114 7.5188 -0.05 -0.02 -0.03 0.353
H -1.7729 -1.3322 -1.3312 -0.11 -0.13 0.08 0.331
H -0.4877 6.6076 -3.9345 -0.03 -0.06 0.01 0.394
H 2.0099 -8.1931 5.6359 0.01 -0.02 -0.09 0.400
H 2.6871 4.8710 -4.7269 -0.06 0.07 -0.05 0.494
H -0.2007 3.0260 -3.3422 -0.08 0.00 0.05 0.021
H 0.8716 0.2943 0.6566 -0.02 0.05 0.03 0.158
H -1.3563 1.2951 -0.0031 0.02 -0.10 -0.01 0.218
H -1.3366 -0.1772 5.9759 -0.01 0.01 -0.01 0.325
H 0.1758 0.3942 -5.0473 -0.01 0.05 -0.08 0.195
H -3.2014 -1.1183 -2.3870 -0.02 0.17 0.05 0.533
H 3.4873 -2.9578 -7.2711 0.41 -1.62 0.38 0.309
H -4.3817 5.8588 2.8803 -0.03 0.10 -0.06 0.452
```
Positions in Å, forces in eV/Å.